[1]
C39H43AsBaN4O3Si as an isolated structure in a non-equilibrium geometry, computed with ωB97M-V/def2-TZVPD.

Summary:
molar mass	856.1	g mol⁻¹
Kohn-Sham gap	0.311	Eh
highest occupied orbital energy	-8.167	eV

```
! wB97M-V def2-TZVPD RIJCOSX def2/J DEFGRID3
* xyz 0 1
Ba 0.853 0.084 1.021
C 2.231 -3.759 0.181
C 1.487 -2.947 -0.661
C 2.130 -2.023 -1.473
C 3.511 -1.899 -1.427
C 4.251 -2.705 -0.575
C 3.611 -3.642 0.222
H 1.740 -4.498 0.799
H 0.413 -3.053 -0.719
H 1.556 -1.427 -2.169
H 4.009 -1.188 -2.076
H 5.331 -2.624 -0.548
H 4.190 -4.292 0.866
O 0.987 2.239 0.133
C 0.178 3.383 0.328
C 0.508 4.094 1.642
C 0.398 3.182 2.874
C -0.934 2.503 2.941
C -2.003 3.096 3.610
C -3.236 2.469 3.606
C -3.368 1.266 2.928
C -2.250 0.741 2.300
N -1.064 1.335 2.312
H 0.422 1.611 -0.367
H -0.881 3.096 0.324
H 0.336 4.093 -0.499
H -0.179 4.935 1.748
H 1.525 4.489 1.596
H 0.548 3.784 3.771
H 1.182 2.426 2.830
H -1.864 4.036 4.125
H -4.081 2.909 4.117
H -4.314 0.749 2.883
H -2.308 -0.191 1.753
C 4.067 2.128 3.190
As 3.509 0.629 2.046
C 4.289 -0.852 3.041
C 4.995 0.832 0.772
H 5.123 2.007 3.444
H 3.472 2.143 4.100
H 3.933 3.067 2.649
H 5.322 -0.632 3.320
H 4.259 -1.740 2.410
H 3.702 -1.038 3.937
H 5.942 0.932 1.308
H 4.845 1.717 0.153
H 5.043 -0.042 0.126
O -0.488 0.196 -0.732
Si -1.326 -0.139 -2.024
C -2.917 0.883 -2.216
C -3.409 1.688 -1.199
C -4.596 2.388 -1.338
C -5.320 2.291 -2.515
C -4.854 1.480 -3.537
C -3.667 0.789 -3.383
C -0.289 0.218 -3.572
C -0.454 -0.440 -4.784
C 0.318 -0.114 -5.886
C 1.269 0.887 -5.795
C 1.442 1.560 -4.598
C 0.672 1.218 -3.503
C -1.971 -1.925 -2.151
C -1.230 -2.953 -2.722
C -1.753 -4.225 -2.873
C -3.041 -4.498 -2.447
C -3.792 -3.489 -1.867
C -3.257 -2.222 -1.719
H -2.851 1.755 -0.274
H -4.957 3.014 -0.532
H -6.248 2.835 -2.629
H -5.421 1.394 -4.455
H -3.315 0.156 -4.185
H -1.195 -1.224 -4.866
H 0.168 -0.630 -6.824
H 1.874 1.145 -6.653
H 2.166 2.360 -4.521
H 0.807 1.737 -2.563
H -0.227 -2.749 -3.066
H -1.155 -4.999 -3.333
H -3.458 -5.490 -2.560
H -4.803 -3.688 -1.537
H -3.854 -1.435 -1.278
N -0.920 -3.162 3.056
C -0.073 -2.096 3.104
O 0.583 -1.768 2.086
C 0.001 -1.373 4.322
C -0.774 -1.722 5.426
N -1.426 -2.036 6.322
C 0.875 -0.307 4.385
N 1.639 0.565 4.388
H -0.887 -3.763 2.250
H -1.301 -3.535 3.909
*
```

---

[2]
C39H43ClCoP2Si2 as an isolated structure in a non-equilibrium geometry, computed with ωB97M-V/def2-TZVPD.

Summary:
molar mass	724.3	g mol⁻¹
Kohn-Sham gap (alpha / beta)	0.259 / 0.223	Eh
highest occupied orbital energy (alpha / beta)	-9.945 / -10.520	eV
expectation value of S²	6.052

```
! wB97M-V def2-TZVPD RIJCOSX def2/J DEFGRID3
* xyz 1 5
C 3.607 1.600 -1.791
C 3.123 0.289 -1.960
C 1.816 0.346 -2.548
H 3.691 -0.635 -1.812
C 1.544 1.754 -2.839
C 2.650 2.513 -2.293
H 2.794 3.579 -2.441
H 4.599 1.853 -1.426
H 1.296 -0.498 -3.005
H 0.805 2.096 -3.563
Co 0.810 1.453 -1.004
Si -2.503 -2.114 -1.676
C -2.942 -3.265 -0.176
C -3.864 -2.917 0.825
H -4.410 -1.973 0.774
C -4.153 -3.792 1.883
H -4.820 -3.478 2.680
C -3.621 -5.085 1.914
H -3.856 -5.771 2.728
C -2.847 -5.492 0.824
H -2.500 -6.524 0.781
C -2.523 -4.604 -0.209
H -1.975 -4.980 -1.079
C -4.133 -1.255 -1.912
C -4.946 -1.854 -2.884
H -4.596 -2.779 -3.352
C -6.176 -1.275 -3.209
H -6.806 -1.771 -3.956
C -6.584 -0.082 -2.596
H -7.551 0.355 -2.865
C -5.775 0.506 -1.620
H -6.086 1.435 -1.141
C -4.562 -0.095 -1.254
H -3.958 0.347 -0.456
H -2.120 -3.024 -2.784
Si -1.228 -0.418 1.565
C -1.098 0.333 -0.259
C -1.297 -0.499 -1.543
H -0.406 -1.087 -1.810
C -1.490 0.273 -2.774
H -1.316 -0.283 -3.698
C -1.783 1.619 -2.751
H -2.019 2.112 -3.696
C -1.830 2.342 -1.555
H -2.283 3.334 -1.530
C -1.391 1.736 -0.361
H -1.471 2.333 0.546
C -0.372 -2.089 1.307
C 0.477 -2.325 0.213
H 0.588 -1.622 -0.611
C 1.257 -3.477 0.107
H 1.859 -3.615 -0.814
C 1.269 -4.372 1.177
H 1.942 -5.239 1.136
C 0.459 -4.147 2.299
H 0.512 -4.818 3.162
C -0.454 -3.075 2.311
H -1.218 -3.016 3.104
H -2.306 -0.104 2.517
Cl 0.100 0.474 2.980
C 4.057 -0.699 1.173
P 2.956 0.619 1.859
C 3.264 0.386 3.654
C 3.888 2.163 1.556
C 5.220 2.259 1.963
C 5.950 3.435 1.734
C 5.320 4.521 1.119
C 3.987 4.441 0.708
C 3.263 3.271 0.915
P 1.469 3.122 0.418
C 1.001 4.612 -0.514
C 0.677 3.488 2.024
H 3.373 -1.486 0.826
H 4.648 -0.321 0.331
H 4.711 -1.090 1.965
H 4.244 -0.082 3.807
H 3.215 1.347 4.183
H 2.487 -0.271 4.063
H 5.704 1.411 2.459
H 6.991 3.487 2.047
H 5.877 5.436 0.955
H 3.526 5.292 0.211
H 1.773 4.905 -1.228
H 0.061 4.412 -1.042
H 0.839 5.442 0.180
H 1.046 2.793 2.784
H 0.931 4.507 2.334
H -0.406 3.362 1.935
*
```

---

Q: Among the records above, which one has the highest molar mass?
A: C39H43AsBaN4O3Si

---

Q: What is the molar mass in the second record?
A: 724.3 g mol⁻¹